{"formula": "C26H45ClF3O3PRhS", "method": "ωB97M-V with the def2-TZVPD basis set", "symbols": ["Rh", "P", "Cl", "C", "H", "H", "C", "C", "C", "H", "C", "H", "H", "C", "H", "H", "C", "H", "H", "C", "H", "H", "H", "H", "C", "C", "H", "C", "H", "H", "C", "H", "H", "C", "H", "H", "C", "H", "H", "H", "H", "C", "H", "C", "H", "H", "C", "H", "H", "C", "H", "H", "C", "H", "H", "H", "H", "C", "C", "H", "C", "H", "C", "H", "H", "C", "H", "H", "C", "H", "H", "H", "H", "F", "C", "F", "F", "S", "O", "O", "O"], "xyz": [[-0.438, -0.404, 0.084], [1.731, -0.345, -1.090], [-1.505, -1.806, -1.608], [-0.591, -1.461, 1.603], [-1.104, -2.254, 1.063], [-1.472, -1.026, 2.115], [1.724, 0.089, -2.937], [2.541, -2.012, -0.841], [0.977, -0.972, -3.746], [1.119, 1.016, -2.965], [0.673, -0.477, -5.164], [1.572, -1.899, -3.796], [0.032, -1.220, -3.245], [1.935, -0.027, -5.903], [0.161, -1.267, -5.724], [-0.028, 0.367, -5.089], [2.817, 0.906, -5.062], [2.516, -0.917, -6.184], [1.658, 0.476, -6.836], [3.062, 0.399, -3.632], [3.776, 1.070, -5.565], [2.328, 1.890, -4.997], [3.682, -0.511, -3.671], [3.642, 1.150, -3.084], [3.004, 0.823, -0.315], [3.612, -2.434, -1.853], [3.019, -1.904, 0.149], [4.314, -3.711, -1.368], [3.137, -2.627, -2.829], [4.368, -1.656, -2.013], [3.337, -4.853, -1.063], [5.051, -4.031, -2.107], [4.875, -3.467, -0.449], [2.161, -4.412, -0.189], [2.940, -5.243, -2.017], [3.869, -5.675, -0.583], [1.505, -3.123, -0.701], [1.413, -5.204, -0.128], [2.515, -4.229, 0.840], [1.008, -3.292, -1.669], [0.712, -2.821, -0.006], [2.726, 2.286, -0.665], [2.790, 0.704, 0.761], [3.600, 3.225, 0.175], [2.908, 2.463, -1.736], [1.668, 2.508, -0.467], [5.092, 2.891, 0.077], [3.427, 4.262, -0.141], [3.277, 3.154, 1.220], [5.368, 1.409, 0.347], [5.461, 3.156, -0.921], [5.657, 3.507, 0.791], [4.490, 0.472, -0.494], [6.427, 1.183, 0.161], [5.187, 1.188, 1.406], [4.781, 0.544, -1.554], [4.688, -0.561, -0.178], [-0.843, 1.628, -0.409], [-1.519, 1.034, 0.594], [0.033, 1.889, -1.194], [-1.462, 1.590, 2.186], [-2.554, 0.502, 0.582], [-2.215, 2.880, 2.008], [-1.882, 0.850, 2.923], [-0.402, 1.713, 2.472], [-1.591, 3.608, 0.784], [-3.235, 2.543, 1.722], [-2.204, 3.427, 2.972], [-1.705, 2.809, -0.534], [-2.151, 4.539, 0.699], [-0.541, 3.803, 1.065], [-2.695, 2.332, -0.622], [-1.538, 3.469, -1.373], [2.323, -0.149, 5.345], [1.367, -0.831, 4.688], [1.430, -2.136, 5.012], [0.148, -0.339, 5.022], [1.569, -0.605, 2.843], [2.790, -1.240, 2.362], [0.486, -1.781, 2.480], [1.366, 0.795, 2.509]], "atomic_forces_ev_per_a": [[4.468, -0.347, -4.389], [0.545, 0.025, -0.050], [-0.692, -0.395, -0.091], [-2.912, -2.024, 2.249], [0.902, -1.812, 0.918], [0.619, -0.089, 0.792], [0.296, -0.072, 0.363], [0.151, 0.299, -0.137], [-0.454, -0.140, -0.020], [0.049, -0.167, 0.113], [0.128, 0.182, 0.203], [-0.129, 0.238, -0.019], [0.336, -0.009, -0.158], [0.074, -0.138, 0.025], [0.033, 0.094, 0.001], [0.073, -0.101, -0.009], [-0.202, 0.149, 0.094], [-0.010, 0.067, 0.053], [0.084, -0.060, 0.006], [0.124, -0.122, -0.063], [-0.053, -0.007, 0.002], [0.031, -0.107, 0.009], [-0.197, 0.245, -0.018], [-0.158, -0.149, -0.179], [-0.186, -0.519, 0.048], [0.117, -0.271, -0.095], [-0.107, 0.070, -0.245], [-0.046, 0.116, 0.370], [0.158, 0.021, 0.285], [-0.223, -0.164, 0.050], [-0.229, 0.092, -0.409], [0.058, -0.064, -0.040], [-0.119, -0.033, -0.181], [0.179, 0.348, 0.115], [0.091, 0.100, 0.205], [0.074, -0.122, -0.007], [-0.206, -0.345, 0.011], [0.008, -0.056, -0.002], [-0.048, -0.026, -0.204], [0.095, -0.012, 0.221], [0.259, -0.093, -0.257], [-0.012, 0.090, 0.126], [0.082, 0.086, -0.433], [-0.003, 0.000, -0.072], [-0.068, 0.041, 0.210], [0.307, 0.023, -0.119], [-0.051, -0.011, 0.094], [0.030, -0.102, 0.080], [0.041, -0.029, -0.039], [0.041, -0.051, -0.003], [-0.041, -0.048, -0.035], [-0.063, -0.078, -0.140], [0.103, 0.058, -0.083], [-0.129, 0.050, 0.034], [-0.049, 0.055, -0.040], [-0.023, 0.009, 0.300], [-0.093, 0.256, -0.067], [0.709, 5.518, -4.257], [-3.346, -2.977, 7.187], [-0.704, -1.326, 0.713], [0.920, -1.027, -1.727], [1.055, 0.890, -0.701], [-0.095, -0.729, -0.221], [0.036, 0.646, -0.912], [-0.835, 0.332, -0.231], [-0.983, 0.486, 1.221], [0.158, 0.700, 0.404], [-0.233, 0.312, -0.639], [-0.891, 1.567, 0.175], [0.309, 0.360, -0.196], [-0.232, 0.178, -0.507], [-0.268, 1.025, -0.232], [0.338, 0.475, -0.648], [-0.628, -0.476, -0.270], [-0.396, 0.054, -0.006], [0.052, 1.179, -0.065], [1.117, -0.454, -0.044], [0.739, -2.281, -2.334], [-0.653, 1.205, 1.459], [0.869, 1.396, 1.492], [-0.088, -2.003, 0.973]], "lowdin_spin": [1.60, 0.10, 0.17, 0.16, 0.01, 0.03, 0.03, 0.01, 0.00, 0.02, 0.00, 0.00, 0.00, 0.00, 0.00, 0.00, 0.00, 0.00, 0.00, 0.01, 0.00, 0.00, 0.00, 0.00, 0.01, 0.00, 0.00, 0.00, 0.00, 0.00, 0.00, 0.00, 0.00, 0.00, 0.00, 0.00, 0.01, 0.00, 0.00, 0.00, 0.01, 0.02, 0.00, 0.00, 0.00, 0.02, 0.00, 0.00, 0.00, 0.00, 0.00, 0.00, 0.00, 0.00, 0.00, 0.00, 0.00, 0.68, 0.39, 0.13, 0.11, 0.06, 0.02, 0.01, 0.00, 0.05, 0.00, 0.01, 0.14, 0.01, 0.01, 0.02, 0.03, 0.00, 0.00, 0.00, 0.00, 0.01, 0.00, 0.05, 0.02], "e_lumo_ev": [2.59, 2.54], "s_squared": 6.0112, "spin_multiplicity": 5, "homo_lumo_gap_ev": [3.2, 6.3], "total_energy_ha": -2853.02788, "total_charge": -1, "homo_ev": [-0.638, -3.763]}

=====

{"formula": "C2HFN4O2S2", "method": "ωB97M-V with the def2-TZVPD basis set", "symbols": ["O", "S", "O", "F", "C", "N", "N", "C", "S", "N", "N", "H"], "xyz": [[-2.379, -0.573, -1.989], [-1.064, -1.019, -1.947], [-0.847, -2.396, -2.018], [-0.243, -0.276, -3.010], [-0.312, -0.361, -0.440], [-0.851, 0.738, 0.017], [-0.291, 1.236, 1.103], [0.750, 0.564, 1.579], [1.550, 1.236, 3.012], [1.260, -0.566, 1.119], [0.684, -1.058, 0.037], [1.742, 2.475, 2.536]], "atomic_forces_ev_per_a": [[-1.793, 1.463, -0.361], [-0.314, -0.486, 1.526], [1.261, -1.318, -0.375], [0.540, 0.267, -0.453], [-0.339, -0.515, -1.537], [0.107, 0.928, 0.751], [-0.608, -0.137, -0.751], [0.609, 0.884, 1.008], [0.246, -0.224, 0.132], [-0.186, -0.666, -0.664], [0.787, -0.138, 0.836], [-0.310, -0.058, -0.111]], "mulliken_charge": [-0.53, 1.13, -0.53, -0.18, 0.49, -0.10, -0.35, 0.57, -0.22, -0.36, -0.10, 0.17], "e_lumo_ev": -1.98, "smiles": "O=S(=O)(F)c1nnc(S)nn1", "homo_lumo_gap_ev": 8.6, "total_energy_ha": -1342.44748, "total_charge": 0, "homo_ev": -10.600}

=====

{"formula": "C4H4OS", "method": "ωB97M-V with the def2-TZVPD basis set", "symbols": ["S", "C", "C", "C", "O", "C", "H", "H", "H", "H"], "xyz": [[-2.551, 0.055, -0.119], [-0.700, 0.181, 0.111], [0.287, 1.234, 0.028], [1.461, 0.533, -0.089], [1.438, -0.786, -0.091], [0.055, -1.024, -0.040], [-2.649, -1.185, 0.305], [0.117, 2.254, 0.055], [2.572, 0.830, -0.294], [-0.028, -2.093, 0.134]], "atomic_forces_ev_per_a": [[1.725, 1.493, 0.256], [0.556, -3.713, -1.345], [0.113, -3.312, -0.055], [4.478, 2.743, -0.670], [-3.426, 0.676, 0.033], [0.052, 0.478, 1.164], [0.115, -0.655, 0.277], [-0.021, 1.680, -0.041], [-2.462, 0.287, 0.662], [-1.131, 0.322, -0.281]], "mulliken_charge": [-0.21, 0.24, -0.45, -0.23, -0.29, -0.38, 0.13, 0.48, 0.30, 0.40], "e_lumo_ev": 0.83, "relative_energy_kcal_mol": 39.8, "smiles": "Sc1ccoc1", "homo_lumo_gap_ev": 9.2, "total_energy_ha": -628.17157, "total_charge": 0, "homo_ev": -8.411}

=====

{"formula": "C28H25BO18", "method": "ωB97M-V with the def2-TZVPD basis set", "symbols": ["O", "C", "C", "C", "O", "C", "O", "C", "C", "O", "H", "H", "H", "H", "O", "C", "C", "C", "O", "C", "O", "C", "C", "O", "H", "H", "H", "H", "O", "C", "C", "C", "O", "C", "O", "C", "C", "O", "H", "H", "H", "H", "O", "C", "C", "C", "O", "C", "O", "C", "C", "O", "H", "H", "H", "H", "B", "C", "C", "C", "C", "O", "O", "H", "H", "H", "H", "H", "H", "H", "H", "H"], "xyz": [[0.043, -1.482, -3.615], [-0.020, -2.248, -2.673], [1.123, -2.935, -2.099], [0.942, -3.771, -1.069], [1.931, -4.435, -0.490], [-0.419, -4.028, -0.483], [-0.500, -4.815, 0.440], [-1.563, -3.326, -1.045], [-1.374, -2.490, -2.070], [-2.356, -1.796, -2.644], [2.095, -2.742, -2.529], [1.524, -4.968, 0.219], [-2.535, -3.508, -0.608], [-1.923, -1.285, -3.356], [2.419, -0.909, 0.899], [3.003, 0.041, 1.388], [2.932, 1.394, 0.870], [3.626, 2.373, 1.467], [3.610, 3.629, 1.058], [4.489, 2.113, 2.673], [5.096, 3.055, 3.145], [4.545, 0.762, 3.204], [3.849, -0.213, 2.606], [3.846, -1.468, 3.028], [2.311, 1.569, 0.003], [4.186, 4.131, 1.664], [5.156, 0.588, 4.078], [3.267, -1.958, 2.415], [-5.757, -7.537, 0.757], [-4.648, -7.989, 0.547], [-4.243, -9.342, 0.891], [-2.992, -9.743, 0.633], [-2.544, -10.958, 0.915], [-1.978, -8.832, -0.005], [-0.859, -9.272, -0.186], [-2.391, -7.488, -0.368], [-3.641, -7.087, -0.112], [-4.094, -5.876, -0.412], [-4.977, -9.987, 1.351], [-1.612, -10.975, 0.629], [-1.660, -6.846, -0.836], [-5.024, -5.856, -0.115], [2.313, 8.542, -1.340], [2.437, 8.398, -0.140], [2.766, 7.132, 0.496], [2.865, 7.073, 1.829], [3.161, 5.956, 2.485], [2.644, 8.275, 2.703], [2.738, 8.120, 3.905], [2.336, 9.544, 2.067], [2.239, 9.608, 0.732], [1.963, 10.725, 0.077], [2.920, 6.270, -0.138], [3.163, 6.191, 3.433], [2.193, 10.406, 2.702], [1.950, 10.489, -0.869], [-0.788, 1.085, -0.950], [-1.255, 1.668, -2.315], [-2.151, 2.905, -2.291], [-3.364, 2.780, -1.374], [-4.224, 1.619, -1.770], [-5.192, 1.694, -2.488], [-3.799, 0.426, -1.222], [-0.862, 1.672, 0.084], [-0.277, 0.005, -0.958], [-0.331, 1.933, -2.839], [-1.686, 0.885, -2.931], [-1.607, 3.805, -2.031], [-2.523, 3.066, -3.300], [-3.973, 3.669, -1.500], [-3.097, 2.727, -0.325], [-3.443, -0.158, -1.900]], "atomic_forces_ev_per_a": [[-0.181, 0.141, -0.107], [0.457, -0.199, 0.143], [-0.043, 0.122, -0.178], [0.201, 0.122, -0.125], [-0.028, -0.040, 0.056], [-0.391, 0.222, -0.110], [0.189, -0.126, 0.104], [-0.050, -0.117, 0.138], [-0.155, -0.064, 0.232], [-0.043, 0.193, -0.123], [0.018, -0.014, 0.025], [-0.040, -0.061, 0.055], [-0.007, -0.012, -0.019], [0.094, -0.081, -0.163], [-0.015, -0.216, 0.070], [-0.080, 0.402, -0.228], [-0.111, -0.188, -0.098], [-0.144, -0.044, -0.197], [0.100, -0.131, -0.141], [0.085, -0.376, 0.269], [-0.029, 0.193, -0.071], [0.080, 0.168, 0.044], [0.161, 0.034, 0.209], [-0.036, -0.052, -0.032], [0.007, 0.028, -0.010], [-0.057, 0.131, 0.122], [0.003, -0.028, -0.001], [-0.047, -0.049, -0.068], [-0.072, 0.197, -0.061], [0.035, -0.441, 0.146], [-0.171, 0.104, 0.020], [-0.223, -0.097, 0.112], [0.062, -0.014, -0.012], [-0.052, 0.437, -0.140], [0.062, -0.206, 0.037], [0.179, -0.091, -0.074], [0.215, 0.108, -0.096], [-0.056, 0.013, 0.021], [0.016, -0.019, 0.009], [0.096, 0.000, -0.023], [0.002, 0.030, 0.028], [-0.089, -0.001, 0.034], [-0.039, 0.189, -0.104], [0.109, -0.436, 0.112], [-0.017, 0.037, -0.208], [0.013, -0.195, -0.234], [0.034, 0.139, 0.209], [-0.101, 0.444, -0.095], [0.056, -0.190, 0.103], [0.023, -0.058, 0.187], [-0.019, 0.157, 0.212], [-0.006, -0.008, -0.068], [-0.008, -0.020, 0.023], [0.019, 0.031, 0.070], [-0.012, 0.018, -0.018], [-0.007, -0.020, -0.093], [-0.020, -0.278, -0.172], [0.145, 0.517, 0.571], [-0.230, -0.398, -0.326], [-0.542, 0.531, -0.026], [-0.804, -0.132, -0.415], [0.962, -0.212, 0.482], [0.332, 0.454, 0.201], [0.026, 0.088, -0.026], [0.020, -0.004, 0.140], [0.254, -0.117, -0.128], [-0.061, -0.194, -0.238], [0.258, 0.087, 0.231], [-0.094, 0.177, -0.177], [-0.126, 0.184, -0.015], [0.231, -0.265, 0.166], [-0.337, -0.504, -0.160]], "mulliken_charge": [-0.66, 1.14, -0.90, 0.27, -0.60, 0.89, -0.66, -0.83, 0.32, -0.79, 0.45, 0.36, 0.51, 0.36, -0.51, 1.04, -1.08, 0.28, -0.49, 1.12, -0.62, -1.05, 0.27, -0.59, 0.56, 0.32, 0.44, 0.34, -0.63, 1.00, -1.00, 0.34, -0.56, 0.99, -0.64, -0.91, 0.32, -0.51, 0.43, 0.37, 0.45, 0.37, -0.62, 1.00, -0.79, 0.10, -0.49, 0.95, -0.63, -0.98, 0.29, -0.56, 0.55, 0.36, 0.43, 0.37, 0.53, -0.49, -0.74, -0.44, 0.48, -0.56, -0.39, -0.10, -0.22, 0.40, 0.07, 0.32, 0.34, 0.33, 0.35, 0.26], "e_lumo_ev": -1.65, "smiles": "O=C1C=C(O)C(=O)C=C1O.O=C1C=C(O)C(=O)C=C1O.O=C1C=C(O)C(=O)C=C1O.O=C1C=C(O)C(=O)C=C1O.BCCCC(=O)O", "homo_lumo_gap_ev": 8.1, "total_energy_ha": -2461.10999, "total_charge": 0, "homo_ev": -9.729}

=====

{"formula": "INO3", "method": "ωB97M-V with the def2-TZVPD basis set", "symbols": ["N", "O", "O", "O", "I"], "xyz": [[0.819, -0.050, -0.006], [-0.213, 0.680, -0.126], [0.734, -1.237, 0.006], [1.852, 0.625, 0.133], [-3.191, -0.018, -0.006]], "atomic_forces_ev_per_a": [[1.628, 0.725, 0.660], [-2.424, 0.842, -0.183], [0.016, -1.020, -0.104], [-0.835, -0.736, -0.302], [1.615, 0.189, -0.071]], "mulliken_charge": [1.07, -0.43, -0.54, -0.49, 0.38], "e_lumo_ev": [-5.36, -5.37], "relative_energy_kcal_mol": 63.2, "homo_lumo_gap_ev": [4.7, 4.7], "total_energy_ha": -577.90013, "total_charge": 0, "homo_ev": [-10.066, -10.049]}

=====

{"formula": "C3H8OS", "method": "ωB97M-V with the def2-TZVPD basis set", "symbols": ["O", "C", "C", "C", "S", "H", "H", "H", "H", "H", "H", "H", "H"], "xyz": [[-1.224, -0.841, 1.803], [-0.090, -0.322, 1.130], [-0.514, -0.188, -0.309], [0.630, -0.106, -1.299], [1.031, 1.682, -1.541], [-1.929, -0.221, 2.083], [0.386, 0.573, 1.599], [0.734, -0.993, 1.258], [-1.073, -1.070, -0.510], [-1.099, 0.642, -0.589], [1.540, -0.556, -1.017], [0.350, -0.532, -2.300], [1.260, 1.934, -0.306]], "atomic_forces_ev_per_a": [[-0.388, -0.237, 1.324], [-0.670, 1.562, 0.387], [1.787, -0.887, -0.655], [-0.630, 1.029, -1.359], [-0.106, -0.520, -2.161], [1.149, -0.067, -0.549], [-0.985, 0.031, -0.287], [0.112, -1.179, -0.201], [-0.575, -0.847, -0.159], [-1.163, 1.034, 0.501], [0.912, -0.865, 0.548], [0.228, 0.644, 0.873], [0.329, 0.302, 1.737]], "mulliken_charge": [-0.56, -0.41, -0.51, -0.68, -0.20, 0.31, 0.26, 0.32, 0.30, 0.38, 0.37, 0.32, 0.08], "e_lumo_ev": 0.88, "relative_energy_kcal_mol": 16.4, "smiles": "OCCCS", "homo_lumo_gap_ev": 10.0, "total_energy_ha": -592.49194, "total_charge": 0, "homo_ev": -9.080}